Formula: C15H24MnN4O6
Source: the Open Molecules 2025 dataset
Level of theory: wB97M-V/def2-TZVPD

Properties
2S+1: 5
⟨S²⟩: 6.094
Charge: +1
Electronic energy: -2407.33161 Ha

Last column: Mulliken spin population.
Element x y z (Å)
Mn  -1.01  0.25  0.80  3.942
O  2.78  -3.48  -1.68  0.000
C  1.64  -4.12  -1.45  -0.001
O  1.42  -5.23  -1.84  0.000
C  0.58  -3.39  -0.69  0.003
C  -0.61  -4.00  -0.36  -0.008
N  -1.38  -3.09  0.24  -0.016
N  -0.77  -1.90  0.32  0.083
C  0.42  -2.06  -0.24  0.007
C  1.32  -0.87  -0.27  -0.045
O  2.39  -0.91  -0.84  0.011
O  0.86  0.19  0.32  -0.004
H  2.77  -2.56  -1.32  0.000
H  -0.92  -5.02  -0.52  0.001
H  -2.31  -3.20  0.60  -0.002
C  -0.81  -0.50  -3.20  -0.003
N  -0.34  0.85  -2.88  0.002
C  0.74  1.40  -3.71  0.001
C  0.58  2.90  -3.80  0.000
C  0.60  3.46  -2.40  0.000
N  -0.31  2.71  -1.51  0.001
C  -0.54  3.34  -0.21  0.005
C  -0.71  1.47  -1.77  -0.018
O  -1.49  0.84  -0.94  0.029
H  -0.02  -1.23  -3.04  0.000
H  -1.09  -0.53  -4.25  0.000
H  -1.67  -0.75  -2.60  0.002
H  0.69  0.92  -4.69  0.000
H  1.70  1.14  -3.26  -0.001
H  -0.37  3.14  -4.29  0.000
H  1.39  3.33  -4.38  0.000
H  0.26  4.50  -2.39  0.000
H  1.60  3.44  -1.98  0.000
H  0.36  3.34  0.39  -0.001
H  -1.35  2.86  0.32  0.003
H  -0.85  4.38  -0.37  0.001
C  -1.00  -1.43  4.23  0.011
C  -0.54  -0.05  3.80  0.030
C  -1.05  1.03  4.75  -0.010
C  0.97  0.01  3.67  -0.005
O  -1.13  0.24  2.52  -0.016
H  -0.55  -1.70  5.19  0.001
H  -0.69  -2.18  3.49  0.000
H  -2.09  -1.46  4.34  -0.001
H  -0.64  0.85  5.74  -0.001
H  -2.14  1.00  4.81  0.000
H  -0.74  2.02  4.41  0.000
H  1.43  -0.07  4.66  0.000
H  1.28  0.95  3.22  -0.002
H  1.34  -0.81  3.05  0.003